Run i
This record from OMol25 describes 5 unconnected molecules or ions with the total composition C30H75N5O10. The level of theory is ωB97M-V with the def2-TZVPD basis set.

SMILES string: COCCNCCOC.COCCNCCOC.COCCNCCOC.COCCNCCOC.COCCNCCOC
gap between HOMO and LUMO: 8.871 eV
HOMO: -8.360 eV
charge: 0
lowest unoccupied orbital energy: 0.5 eV

Element x y z (Å)
C (-3.821, 3.092, 4.935)
O (-3.532, 2.038, 5.823)
C (-3.346, 0.794, 5.178)
C (-1.943, 0.613, 4.608)
N (-1.011, 0.689, 5.724)
C (0.350, 1.066, 5.534)
C (1.098, 0.379, 4.411)
O (2.372, 0.858, 4.250)
C (3.215, 0.677, 5.386)
H (-4.255, 3.916, 5.499)
H (-4.510, 2.800, 4.139)
H (-2.891, 3.464, 4.486)
H (-4.134, 0.487, 4.475)
H (-3.450, 0.051, 5.987)
H (-1.755, 1.338, 3.790)
H (-1.925, -0.375, 4.124)
H (-1.446, 1.229, 6.457)
H (0.882, 0.971, 6.484)
H (0.426, 2.157, 5.310)
H (0.555, 0.515, 3.471)
H (0.999, -0.713, 4.558)
H (3.188, 1.560, 6.027)
H (4.232, 0.593, 4.984)
H (3.030, -0.240, 5.951)
C (5.098, -0.444, -2.883)
O (5.204, 0.606, -3.766)
C (3.967, 1.277, -3.928)
C (4.223, 2.571, -4.615)
N (2.996, 3.083, -5.180)
C (3.152, 4.295, -5.932)
C (3.352, 5.533, -5.061)
O (2.391, 5.670, -4.067)
C (1.139, 6.124, -4.566)
H (4.752, -0.169, -1.876)
H (6.096, -0.849, -2.678)
H (4.530, -1.283, -3.305)
H (3.542, 1.494, -2.930)
H (3.243, 0.641, -4.448)
H (4.973, 2.448, -5.408)
H (4.762, 3.262, -3.942)
H (2.354, 3.209, -4.403)
H (2.296, 4.467, -6.584)
H (4.064, 4.292, -6.536)
H (3.416, 6.434, -5.696)
H (4.313, 5.496, -4.541)
H (1.240, 7.087, -5.060)
H (0.495, 6.063, -3.696)
H (0.765, 5.389, -5.291)
C (-1.836, -4.286, -3.438)
O (-0.789, -4.093, -4.354)
C (-0.230, -5.285, -4.833)
C (0.172, -6.278, -3.745)
N (0.794, -5.626, -2.615)
C (0.593, -6.159, -1.297)
C (1.112, -7.569, -1.130)
O (0.334, -8.240, -0.201)
C (0.294, -9.606, -0.445)
H (-2.357, -3.353, -3.248)
H (-1.469, -4.720, -2.502)
H (-2.601, -4.977, -3.836)
H (0.704, -5.030, -5.344)
H (-0.885, -5.754, -5.578)
H (0.839, -7.032, -4.205)
H (-0.697, -6.931, -3.506)
H (0.823, -4.626, -2.685)
H (-0.481, -6.160, -1.029)
H (1.091, -5.455, -0.629)
H (2.168, -7.551, -0.831)
H (1.039, -8.100, -2.088)
H (-0.011, -9.836, -1.477)
H (-0.425, -10.056, 0.233)
H (1.284, -10.059, -0.289)
C (-6.941, -0.148, 0.595)
O (-5.922, -0.078, 1.559)
C (-4.612, -0.063, 1.000)
C (-4.313, 1.206, 0.291)
N (-4.565, 2.314, 1.182)
C (-4.265, 3.620, 0.613)
C (-5.483, 4.323, 0.081)
O (-6.436, 4.531, 1.110)
C (-7.738, 4.785, 0.676)
H (-6.601, -0.471, -0.395)
H (-7.386, 0.852, 0.485)
H (-7.715, -0.842, 0.921)
H (-4.509, -0.936, 0.340)
H (-3.903, -0.211, 1.817)
H (-4.932, 1.309, -0.618)
H (-3.269, 1.237, 0.017)
H (-5.564, 2.354, 1.379)
H (-3.628, 3.512, -0.279)
H (-3.678, 4.250, 1.287)
H (-5.912, 3.645, -0.685)
H (-5.159, 5.234, -0.453)
H (-7.889, 4.492, -0.370)
H (-7.988, 5.859, 0.738)
H (-8.477, 4.297, 1.315)
C (4.178, 3.554, 0.685)
O (2.991, 2.813, 0.547)
C (3.128, 1.471, 0.951)
C (1.876, 0.696, 0.485)
N (1.745, -0.673, 0.921)
C (2.896, -1.505, 0.539)
C (2.834, -2.894, 1.185)
O (2.235, -2.921, 2.460)
C (3.039, -2.332, 3.455)
H (4.402, 3.737, 1.744)
H (4.063, 4.480, 0.124)
H (5.070, 3.066, 0.254)
H (3.156, 1.341, 2.048)
H (4.031, 1.040, 0.490)
H (1.702, 0.759, -0.596)
H (1.056, 1.296, 0.903)
H (1.701, -0.800, 1.931)
H (3.876, -1.040, 0.745)
H (2.915, -1.678, -0.549)
H (3.864, -3.294, 1.194)
H (2.275, -3.582, 0.546)
H (2.444, -2.350, 4.365)
H (3.260, -1.288, 3.190)
H (3.994, -2.840, 3.657)



Run ii
This record from OMol25 describes 5 unconnected molecules or ions with the total composition C30H75N5O10. The level of theory is ωB97M-V with the def2-TZVPD basis set.

SMILES string: COCCNCCOC.COCCNCCOC.COCCNCCOC.COCCNCCOC.COCCNCCOC
gap between HOMO and LUMO: 9.138 eV
HOMO: -8.511 eV
charge: 0
lowest unoccupied orbital energy: 0.6 eV

Element x y z (Å)
C (-3.274, -8.784, 0.682)
O (-4.000, -7.670, 0.175)
C (-3.241, -6.832, -0.692)
C (-3.443, -5.381, -0.317)
N (-2.940, -5.153, 1.032)
C (-3.166, -3.778, 1.470)
C (-2.385, -3.428, 2.702)
O (-2.736, -2.141, 3.103)
C (-1.974, -1.697, 4.212)
H (-2.782, -9.319, -0.136)
H (-4.010, -9.443, 1.134)
H (-2.540, -8.457, 1.424)
H (-3.680, -6.983, -1.686)
H (-2.194, -7.130, -0.646)
H (-4.488, -5.120, -0.533)
H (-2.816, -4.789, -0.994)
H (-3.521, -5.704, 1.662)
H (-4.216, -3.499, 1.639)
H (-2.870, -3.081, 0.672)
H (-1.301, -3.618, 2.692)
H (-2.672, -4.133, 3.521)
H (-2.297, -0.689, 4.461)
H (-0.919, -1.650, 3.922)
H (-2.186, -2.369, 5.051)
C (3.513, 4.225, 0.333)
O (2.258, 3.721, 0.703)
C (1.465, 3.406, -0.423)
C (0.203, 2.726, 0.021)
N (0.449, 1.447, 0.670)
C (-0.704, 0.918, 1.399)
C (-1.301, 1.818, 2.477)
O (-0.492, 2.033, 3.597)
C (0.221, 3.246, 3.572)
H (4.149, 4.103, 1.207)
H (3.413, 5.270, 0.014)
H (3.982, 3.683, -0.493)
H (2.043, 2.770, -1.111)
H (1.214, 4.312, -0.998)
H (-0.568, 2.841, -0.734)
H (-0.168, 3.441, 0.789)
H (1.231, 1.562, 1.303)
H (-0.372, -0.012, 1.882)
H (-1.453, 0.516, 0.712)
H (-2.211, 1.327, 2.846)
H (-1.695, 2.698, 1.945)
H (0.924, 3.353, 2.740)
H (0.806, 3.354, 4.485)
H (-0.484, 4.089, 3.557)
C (0.382, 0.579, -3.117)
O (0.984, -0.434, -3.890)
C (1.252, -1.594, -3.147)
C (1.957, -2.604, -4.014)
N (1.928, -3.956, -3.423)
C (2.670, -4.105, -2.163)
C (2.636, -5.552, -1.748)
O (1.304, -6.031, -1.682)
C (0.783, -6.002, -0.388)
H (-0.689, 0.356, -2.970)
H (0.415, 1.510, -3.681)
H (0.836, 0.675, -2.128)
H (0.295, -2.025, -2.800)
H (1.833, -1.414, -2.231)
H (3.020, -2.380, -4.135)
H (1.499, -2.733, -4.992)
H (0.981, -4.306, -3.385)
H (2.186, -3.458, -1.412)
H (3.662, -3.735, -2.429)
H (3.170, -5.715, -0.807)
H (3.115, -6.135, -2.540)
H (-0.248, -6.342, -0.402)
H (0.700, -4.986, 0.048)
H (1.424, -6.525, 0.332)
C (5.723, 1.873, -1.429)
O (5.355, 1.199, -0.243)
C (4.790, -0.068, -0.515)
C (4.744, -0.874, 0.753)
N (4.279, -2.212, 0.417)
C (3.841, -3.065, 1.521)
C (3.449, -2.382, 2.820)
O (2.324, -1.565, 2.575)
C (1.832, -0.972, 3.738)
H (4.864, 1.955, -2.106)
H (6.542, 1.340, -1.925)
H (6.054, 2.865, -1.131)
H (5.382, -0.560, -1.298)
H (3.765, 0.087, -0.891)
H (4.065, -0.360, 1.441)
H (5.737, -0.971, 1.195)
H (3.630, -2.269, -0.350)
H (4.618, -3.804, 1.767)
H (2.963, -3.620, 1.175)
H (4.266, -1.730, 3.158)
H (3.221, -3.147, 3.567)
H (1.046, -0.267, 3.464)
H (2.622, -0.410, 4.259)
H (1.410, -1.671, 4.473)
C (-3.126, 2.308, -1.374)
O (-3.848, 3.502, -1.481)
C (-3.075, 4.619, -1.121)
C (-3.977, 5.710, -0.625)
N (-3.224, 6.764, 0.039)
C (-2.241, 7.464, -0.767)
C (-2.788, 8.125, -2.014)
O (-3.850, 8.961, -1.648)
C (-4.472, 9.607, -2.738)
H (-2.878, 2.099, -0.324)
H (-2.202, 2.365, -1.962)
H (-3.710, 1.460, -1.727)
H (-2.456, 4.963, -1.965)
H (-2.384, 4.361, -0.305)
H (-4.626, 5.264, 0.136)
H (-4.684, 6.112, -1.366)
H (-3.827, 7.432, 0.492)
H (-1.435, 6.794, -1.096)
H (-1.705, 8.170, -0.130)
H (-3.041, 7.405, -2.808)
H (-1.997, 8.740, -2.488)
H (-3.751, 10.236, -3.282)
H (-5.279, 10.219, -2.354)
H (-4.812, 8.859, -3.466)



Least stable = run i



Run i
This record from OMol25 describes C3H4BrN in the gas phase. The level of theory is ωB97M-V with the def2-TZVPD basis set.

SMILES string: CC1=C(Br)N1
gap between HOMO and LUMO: 8.685 eV
HOMO: -7.906 eV
charge: 0
lowest unoccupied orbital energy: 0.8 eV

Element x y z (Å)
C (-0.752, 0.939, -0.833)
C (0.033, -0.267, -0.077)
C (0.535, -1.363, 0.523)
Br (0.654, -3.161, 0.731)
N (1.219, -0.027, 0.768)
H (-1.311, 0.664, -1.701)
H (0.191, 1.495, -1.022)
H (-1.465, 1.367, -0.099)
H (0.895, 0.354, 1.709)



Run ii
This record from OMol25 describes 2 unconnected molecules or ions with the total composition C3H4BrN. The level of theory is ωB97M-V with the def2-TZVPD basis set.

gap between HOMO and LUMO: 10.509 eV
HOMO: -9.503 eV
charge: 0
lowest unoccupied orbital energy: 1.0 eV

Element x y z (Å)
C (0.040, 2.122, -1.215)
C (0.422, -1.474, 0.668)
C (-0.294, -1.219, -0.406)
N (0.157, 2.661, -0.196)
Br (-2.165, -0.954, -0.365)
H (0.242, 3.152, 0.667)
H (1.488, -1.611, 0.593)
H (-0.011, -1.566, 1.649)
H (0.122, -1.111, -1.395)



Run iii
This record from OMol25 describes 2 unconnected molecules or ions with the total composition C3H4BrN. The level of theory is ωB97M-V with the def2-TZVPD basis set.

gap between HOMO and LUMO (alpha / beta): 6.548 / 9.698 eV
HOMO (alpha / beta): -8.255 / -9.291 eV
charge: 0
lowest unoccupied orbital energy (alpha / beta): -1.7 / 0.4 eV

Element x y z (Å)
C (-2.097, 1.019, -0.380)
C (0.966, 0.668, 0.076)
C (-2.870, -0.121, -0.638)
N (-1.400, 1.898, -0.112)
Br (-4.572, -0.215, 0.095)
H (1.029, 0.861, -0.940)
H (0.598, -0.076, 0.708)
H (1.398, 1.614, 0.687)
H (-2.432, -1.017, -1.133)



Least stable = run iii



Run i
This record from OMol25 describes C10H10N2 in the gas phase. The level of theory is ωB97M-V with the def2-TZVPD basis set.

SMILES string: Cc1ccc2nc(N)ccc2c1
gap between HOMO and LUMO: 8.534 eV
HOMO: -7.707 eV
charge: 0
lowest unoccupied orbital energy: 0.8 eV

Element x y z (Å)
C (-3.599, 0.359, 0.094)
C (-2.210, -0.071, -0.071)
C (-1.790, -1.444, 0.066)
C (-0.445, -1.771, 0.030)
C (0.591, -0.787, -0.106)
N (1.865, -1.177, -0.002)
C (2.755, -0.214, 0.074)
N (4.034, -0.591, -0.001)
C (2.399, 1.266, 0.141)
C (1.088, 1.583, -0.023)
C (0.144, 0.542, -0.195)
C (-1.227, 0.876, -0.112)
H (-4.368, -0.164, -0.623)
H (-4.009, 0.159, 1.099)
H (-3.707, 1.395, -0.148)
H (-2.517, -2.236, -0.083)
H (-0.088, -2.765, 0.177)
H (4.842, 0.141, -0.028)
H (4.108, -1.565, -0.411)
H (3.149, 2.006, 0.292)
H (0.549, 2.589, -0.017)
H (-1.563, 1.869, -0.153)



Run ii
This record from OMol25 describes 2 unconnected molecules or ions with the total composition C10H10N2. The level of theory is ωB97M-V with the def2-TZVPD basis set.

SMILES string: c1ccncc1.c1ccncc1
gap between HOMO and LUMO: 9.991 eV
HOMO: -9.233 eV
charge: 0
lowest unoccupied orbital energy: 0.8 eV

Element x y z (Å)
C (-2.611, 1.222, -0.297)
C (-3.666, 0.207, -0.395)
C (-3.299, -1.078, -0.128)
N (-2.089, -1.407, 0.335)
C (-1.112, -0.444, 0.389)
C (-1.255, 0.906, 0.062)
H (-2.788, 2.256, -0.702)
H (-4.721, 0.684, -0.586)
H (-4.123, -1.914, -0.076)
H (-0.165, -0.706, 1.021)
H (-0.279, 1.581, 0.074)
C (2.929, 0.909, -0.239)
C (2.980, -0.179, -1.109)
C (2.291, -1.332, -0.771)
N (1.582, -1.480, 0.350)
C (1.566, -0.440, 1.185)
C (2.249, 0.774, 0.953)
H (3.498, 1.818, -0.412)
H (3.515, -0.130, -2.058)
H (2.312, -2.212, -1.418)
H (0.966, -0.594, 2.076)
H (2.220, 1.559, 1.745)



Least stable = run ii